Computed, not measured: 4 unconnected molecules or ions with the total composition C14H22F6O16S3, with the ωB97M-V functional and the def2-TZVPD basis.

Calculated values
DFT total energy: -3543.82555 a.u.
Net charge: 0
HOMO level: -9.88 eV
Kohn-Sham gap: 9.7 eV
LUMO level: -0.23 eV

XYZ file:
```
61
Properties=species:S:1:pos:R:3:forces:R:3:nbo_charge:R:1
C 3.020010 -3.766125 -1.091291 -0.52 2.30 0.52 -0.64
C 1.857544 -3.982531 -0.107549 -0.44 -1.50 -0.71 -0.10
O 2.019429 -3.232119 1.180020 -0.77 -1.58 -0.11 -0.52
C 1.116920 -3.576866 2.157191 -1.19 -2.96 -3.45 0.69
O 0.220721 -4.457959 1.996343 3.71 4.13 1.41 -0.53
C 1.432284 -2.724763 3.417297 -1.15 -2.21 0.68 0.90
F 2.623499 -2.138414 3.531351 -0.43 -0.66 -0.26 -0.29
F 0.506912 -1.783599 3.508662 -0.24 0.16 0.81 -0.30
F 1.254733 -3.666739 4.404028 0.53 1.53 -0.10 -0.31
H 3.042312 -2.699124 -1.312894 -0.31 -0.53 -0.47 0.21
H 3.010867 -4.189790 -2.095546 -0.56 -0.87 0.52 0.24
H 3.961969 -3.934216 -0.569227 -0.07 -0.53 -0.25 0.21
H 1.830486 -5.069482 -0.030739 0.14 -0.11 1.46 0.20
H 0.827949 -3.819050 -0.425839 0.46 0.72 -0.41 0.23
C 2.507250 3.151009 0.781055 0.10 1.52 -0.10 -0.63
C 2.985191 2.680780 -0.577638 -0.67 -1.51 1.11 -0.07
O 3.591183 1.430481 -0.160288 2.52 -2.09 -1.58 -0.52
C 3.929234 0.420484 -1.045712 -3.93 0.77 -1.18 0.70
O 3.335127 0.230422 -2.133621 2.94 0.69 3.32 -0.55
C 4.773787 -0.694856 -0.310309 1.29 4.43 -0.40 0.91
F 5.871793 -0.840733 -1.004846 1.39 -0.62 -1.25 -0.30
F 5.153216 -0.360020 0.907744 0.06 0.90 1.13 -0.31
F 4.136789 -1.759043 -0.214504 -1.66 -2.79 0.50 -0.28
H 3.361926 3.352834 1.426725 0.01 0.03 -0.04 0.23
H 1.860617 2.456610 1.317499 0.06 -0.09 -0.37 0.22
H 1.958375 4.083192 0.647341 -0.08 0.10 0.19 0.23
H 3.736436 3.297991 -1.070377 -0.30 0.02 -0.01 0.21
H 2.133738 2.380408 -1.188292 0.32 0.71 -0.65 0.19
C -1.959561 1.809543 -0.659116 -0.20 3.54 -0.29 -0.15
C -2.155350 3.243712 -1.141973 2.58 0.89 -1.11 -0.11
O -2.776376 3.969715 -0.137981 -1.76 1.04 2.94 -0.68
S -2.739257 3.207894 1.329891 0.71 0.24 -2.26 2.52
O -3.978159 3.391368 2.013992 0.73 -0.34 -0.56 -0.87
O -1.502008 3.471292 2.050000 -1.47 -0.62 -1.33 -0.90
O -2.730547 1.794937 0.526432 -0.51 -0.38 2.70 -0.73
H -0.907465 1.622330 -0.444313 -2.10 1.72 0.24 0.24
H -2.378515 1.107215 -1.379747 0.61 0.54 0.68 0.23
H -2.677051 3.255233 -2.098939 0.52 0.86 0.78 0.25
H -1.229047 3.811783 -1.227689 0.69 -0.58 -0.51 0.16
C 1.079354 0.256828 -0.085102 -0.61 1.59 -0.27 -0.13
C 0.850386 -0.330211 1.336785 0.83 0.10 -0.83 -0.12
O -0.504564 -0.783760 1.334326 -1.49 -0.31 -0.86 -0.67
S -1.104486 -0.958765 -0.187394 0.73 0.68 0.16 2.53
O -2.562641 -0.697868 -0.296481 13.58 -2.97 2.97 -0.89
O -0.545524 -2.164229 -0.726471 -0.57 0.84 0.11 -0.89
O -0.207906 0.378473 -0.727249 0.87 -7.04 -0.27 -0.68
H 1.827561 -0.261872 -0.684465 -0.73 -0.26 0.12 0.22
H 1.172162 1.333616 -0.226585 1.46 -0.27 1.29 0.22
H 1.022204 0.290062 2.216469 -0.49 0.58 -0.41 0.22
H 1.561994 -1.144599 1.472785 -0.40 -0.07 -0.37 0.21
C -5.755567 -0.086571 -0.617265 -2.37 -0.74 -1.57 -0.09
C -4.293817 -0.406113 -0.536766 -5.45 0.52 2.38 -0.14
O -3.739058 -0.106324 -1.768386 -1.83 2.05 -4.73 -0.67
S -4.590891 1.076484 -2.622199 0.05 0.94 0.52 2.43
O -4.516546 0.875583 -4.093400 -0.67 -0.21 4.31 -0.82
O -4.123835 2.412993 -2.140544 -3.24 -4.23 -1.62 -0.91
O -6.017681 0.660930 -1.839015 1.84 1.58 -2.02 -0.67
H -6.241571 0.427164 0.212191 0.63 0.30 0.05 0.21
H -6.389220 -0.942702 -0.848839 0.22 -0.49 0.53 0.19
H -4.062495 -1.434248 -0.258331 -2.05 -0.21 -0.59 0.24
H -3.884821 0.131322 0.318799 -1.39 0.74 -0.51 0.25
```
Positions in Å, forces in eV/Å.

Computed, not measured: a molecular structure, C27H54NdOP2Si, with the ωB97M-V functional and the def2-TZVPD basis.

Calculated values
DFT total energy: -2669.84903 a.u.
Net charge: +1
2S+1: 4
HOMO level (alpha / beta): -10.28 / -10.29 eV
Kohn-Sham gap (alpha / beta): 6.2 / 6.3 eV
Relative energy (zero: lowest compared OMol25 entry of this formula, charge and spin): 77.92 kJ/mol
LUMO level (alpha / beta): -4.10 / -4.00 eV

XYZ file:
```
86
Properties=species:S:1:pos:R:3:forces:R:3:lowdin_spin:R:1
Nd -0.828795 0.094208 -0.595581 -4.36 -0.25 6.29 3.05
C -2.939351 1.766747 -0.250716 0.06 -1.23 -0.22 -0.01
C -3.467799 0.906980 -1.270967 0.60 -0.26 0.62 -0.01
C -3.356563 -0.311336 0.687711 0.26 0.87 -0.54 -0.01
C -2.922048 1.019388 0.970819 0.10 -0.83 -0.87 -0.01
C -3.707538 -0.377872 -0.691796 0.64 0.80 0.43 -0.01
C -2.427813 3.157622 -0.419909 0.03 0.52 0.12 0.00
H -2.213292 3.388135 -1.472371 -0.13 0.02 0.20 0.00
H -1.493118 3.314081 0.148177 -0.25 0.04 -0.10 0.00
H -3.148091 3.905149 -0.050593 0.24 -0.11 -0.15 0.00
C -2.500026 1.516397 2.303194 0.47 0.41 0.55 0.00
H -2.704444 2.589740 2.411747 -0.07 -0.24 0.04 0.00
H -1.421996 1.391483 2.490222 -0.37 -0.01 -0.12 0.00
H -2.999844 0.977564 3.116618 -0.01 0.19 -0.19 0.00
C -3.470628 -1.418033 1.673592 0.02 -0.41 0.42 0.00
H -4.319874 -2.075464 1.440866 0.18 0.19 0.14 0.00
H -3.612809 -1.008025 2.684270 0.01 -0.27 -0.27 0.00
H -2.567873 -2.053521 1.706091 -0.29 0.22 0.01 0.00
C -4.367851 -1.527022 -1.362489 -0.24 -0.34 -0.46 0.00
H -5.184823 -1.172720 -2.007247 0.21 -0.18 0.10 0.00
H -4.803284 -2.222991 -0.638665 0.10 0.12 -0.12 0.00
H -3.677340 -2.113711 -1.990649 -0.22 0.06 0.04 0.00
C -3.860352 1.316195 -2.646845 -0.16 0.25 -0.41 0.00
H -4.874769 1.737847 -2.659189 0.15 -0.08 -0.01 0.00
H -3.858955 0.489663 -3.370004 0.02 0.09 0.19 0.00
H -3.198956 2.097912 -3.033776 -0.08 0.00 -0.05 0.00
C 1.524587 0.610040 -1.336641 1.37 2.63 -1.37 0.01
C 0.686743 1.624547 -1.771433 3.35 -0.33 -0.80 -0.01
C 0.167973 1.798506 -3.187212 -0.25 0.48 0.06 0.00
C -0.603303 0.635324 -3.865163 -0.63 -0.19 -0.33 0.00
C -1.020264 -0.548671 -2.997649 0.78 -1.74 -2.15 0.01
C -0.124215 -1.443886 -2.479445 -0.20 -0.34 -2.69 0.00
C 1.326331 -1.439059 -2.943341 0.22 -0.08 0.26 0.00
C 2.225706 -0.414734 -2.204620 0.15 -0.78 0.33 0.00
H 1.007438 2.049535 -3.858028 -0.12 0.04 0.42 0.00
H 0.005870 0.292776 -4.716912 -0.24 -0.21 0.32 0.00
H -0.500388 2.677552 -3.184784 0.39 -0.30 0.02 0.00
H 2.865723 0.074162 -2.955251 -0.22 0.20 0.34 0.00
H 1.944790 0.667377 -0.315621 -0.53 0.20 -0.38 0.00
H 0.625035 2.533081 -1.142603 -0.40 -0.76 0.31 0.00
H 2.903901 -0.987387 -1.550143 -0.24 0.33 -0.18 0.00
H 1.757357 -2.445962 -2.809633 -0.33 0.40 0.13 0.00
H -0.436397 -2.348785 -1.930337 -0.12 0.43 -0.07 0.00
H 1.401471 -1.242443 -4.023749 -0.45 0.01 0.29 0.00
H -1.526515 1.063362 -4.304709 0.56 -0.31 0.22 0.00
H -2.081144 -0.812492 -3.065333 0.19 0.26 0.76 0.00
P 2.479430 3.695119 0.577005 0.48 0.37 0.17 0.00
C 2.373134 4.853774 2.004656 -0.27 0.02 0.03 0.00
H 3.327917 5.391884 2.127460 -0.38 -0.19 0.04 0.00
H 2.122990 4.305037 2.921927 0.07 0.20 -0.17 0.00
H 1.567869 5.577445 1.793923 0.30 -0.20 0.20 0.00
C 4.058043 2.816290 0.986014 -0.19 -0.20 0.08 0.00
H 4.616899 3.323969 1.782899 -0.09 -0.10 -0.25 0.00
H 4.678394 2.754043 0.085332 -0.06 -0.05 0.19 0.00
H 3.813837 1.801303 1.317341 0.25 0.10 0.03 0.00
C 3.159295 4.906824 -0.631932 -0.20 0.08 -0.18 0.00
H 3.676538 4.374092 -1.442815 -0.15 0.24 0.17 0.00
H 3.850672 5.605236 -0.135431 -0.14 -0.24 -0.27 0.00
H 2.316864 5.472886 -1.054796 0.34 -0.02 0.01 0.00
P 1.257414 -4.417818 -0.467664 -0.38 0.72 -0.03 0.00
C 0.099396 -5.694632 -1.098104 -0.08 -0.04 -0.18 0.00
H 0.625493 -6.503888 -1.624278 -0.25 0.07 0.27 0.00
H -0.574695 -5.192102 -1.807414 0.11 -0.34 0.13 0.00
H -0.507367 -6.089643 -0.272299 0.15 0.01 -0.28 0.00
C 2.771503 -4.764706 -1.442007 0.20 0.08 0.23 0.00
H 2.508089 -4.911745 -2.495480 0.11 -0.05 0.18 0.00
H 3.285579 -5.649012 -1.039968 -0.02 0.17 -0.33 0.00
H 3.430872 -3.886850 -1.367658 -0.02 -0.37 -0.05 0.00
C 1.703278 -5.034915 1.193248 0.02 -0.02 0.01 0.00
H 2.110583 -6.052043 1.143855 -0.07 0.16 0.16 0.00
H 0.802174 -5.011324 1.824224 0.32 -0.06 -0.14 0.00
H 2.441733 -4.348231 1.627300 -0.14 -0.27 -0.05 0.00
C -0.603282 -1.418123 3.952298 0.06 0.05 -0.02 0.00
Si 0.669158 -0.649285 2.767337 -0.08 0.40 0.86 0.00
C 1.101850 1.160717 3.233123 -0.05 -0.08 0.20 0.00
C 2.280810 -1.620793 2.869704 0.08 0.00 -0.09 0.00
O 0.065468 -0.654902 1.250054 -0.36 0.37 -1.47 -0.01
H -0.124069 -1.798909 4.868245 -0.09 0.15 -0.26 0.00
H -1.074843 -2.279610 3.450760 0.17 0.22 0.16 0.00
H -1.414415 -0.738516 4.264570 0.33 -0.16 -0.19 0.00
H 1.414829 1.219793 4.293195 -0.04 -0.06 -0.42 0.00
H 1.940375 1.525235 2.618228 -0.13 -0.19 0.17 0.00
H 0.289657 1.896148 3.107877 0.27 -0.36 0.05 0.00
H 2.141007 -2.644542 3.240294 -0.02 0.21 -0.12 0.00
H 2.716115 -1.676475 1.861409 0.01 -0.05 0.19 0.00
H 3.017141 -1.133191 3.526662 -0.24 -0.09 -0.16 0.00
```
Positions in Å, forces in eV/Å.